C7H15N in the gas phase, computed with ωB97M-V/def2-TZVPD.

**SMILES**: CCN1CCC[C@@H]1C
**Maximum force**: 1.1 eV Å⁻¹
**LUMO energy**: 1.13 eV
**2S+1**: 1
**Calculated total energy**: -330.45311 Eh
**Net charge**: 0

Last column: Löwdin charge in e.
Atoms and positions in Å:
C  0.05467  1.57238  1.98797  -0.091
C  -0.28518  1.70101  0.49715  -0.246
N  -0.03424  0.55192  -0.34566  -0.161
C  1.22595  0.49063  -1.06601  -0.199
C  1.13247  -0.88862  -1.69418  -0.174
C  0.56144  -1.74803  -0.58888  -0.139
C  -0.38277  -0.77853  0.18672  -0.367
C  -1.86690  -1.01839  0.00802  -0.049
H  1.01970  1.07425  2.13381  0.073
H  -0.68519  0.93408  2.48002  0.065
H  0.09391  2.54429  2.46916  0.067
H  -1.33413  2.00694  0.41006  0.106
H  0.29243  2.50819  0.09465  0.101
H  2.07709  0.71617  -0.40380  0.119
H  1.28146  1.23732  -1.86869  0.116
H  0.38248  -0.82172  -2.47969  0.113
H  2.06013  -1.21115  -2.15897  0.107
H  -0.04217  -2.56932  -0.95846  0.101
H  1.26666  -2.20719  0.10522  0.109
H  -0.10467  -0.85674  1.24485  0.119
H  -2.18655  -1.87659  0.60966  0.079
H  -2.13231  -1.22905  -1.02593  0.080
H  -2.39430  -0.13186  0.36298  0.070

4 unconnected molecules or ions with the total composition C5H9NO, computed with ωB97M-V/def2-TZVPD.

**Maximum force**: 1.0 eV Å⁻¹
**LUMO energy**: 0.19 eV
**2S+1**: 1
**Calculated total energy**: -325.75435 Eh
**Net charge**: 0

Last column: Löwdin charge in e.
Atoms and positions in Å:
C  1.25817  1.09177  -0.26569  -0.065
C  0.00734  0.29045  -0.57700  -0.430
C  -1.23181  0.77887  -0.16989  -0.022
C  0.34747  -1.49769  0.80747  -0.167
O  -0.22009  -1.26936  1.89783  -0.109
C  0.03437  -0.57012  -1.72800  -0.246
N  0.07405  -1.28489  -2.64108  0.153
H  1.29830  1.32358  0.80469  0.091
H  2.16569  0.54282  -0.53144  0.083
H  1.26420  2.03487  -0.82234  0.086
H  -1.27967  1.77404  0.26888  0.097
H  -1.62334  0.21159  1.16500  0.088
H  -2.13609  0.44827  -0.67560  0.102
H  -0.07668  -2.21136  0.08643  0.099
H  1.41420  -1.26604  0.70501  0.101
H  -1.29612  -0.39681  1.67573  0.138

A molecular structure, CHBr3FTiV, computed with ωB97M-V/def2-TZVPD.

**Maximum force**: 19.9 eV Å⁻¹
**LUMO energy (alpha / beta)**: -15.69 / -15.63 eV
**Expectation value of S²**: 8.758
**2S+1**: 6
**Calculated total energy**: -9652.54054 Eh
**Net charge**: +3

Last column: Löwdin charge in e.
Atoms and positions in Å:
Ti  1.50132  0.14765  1.54284  1.149
V  -0.89935  1.82094  1.82570  1.437
F  0.13672  0.96785  1.15271  -0.528
C  -0.16269  -0.46660  -0.88397  -1.426
Br  1.66574  -1.25079  -0.50625  0.839
Br  -1.43400  -1.41787  0.27199  0.786
Br  -0.66200  -0.38359  -2.81465  0.799
H  -0.14574  0.58241  -0.58836  -0.056

A molecular structure, C21H51BaNO12, computed with ωB97M-V/def2-TZVPD.

**Maximum force**: 2.4 eV Å⁻¹
**LUMO energy**: -1.24 eV
**2S+1**: 1
**Calculated total energy**: -1813.95430 Eh
**Net charge**: 0

Last column: Löwdin charge in e.
Atoms and positions in Å:
Ba  -0.98125  15.05695  5.45270  1.996
O  -2.65882  12.66730  8.67131  0.050
C  -2.54638  12.26702  7.36202  -0.803
O  -2.59746  13.24236  6.48717  -0.344
O  -2.39466  11.08911  7.12239  0.034
H  -2.89660  13.61958  8.66848  0.060
O  -1.17564  16.79835  9.99565  0.042
C  -1.86126  16.01845  9.08928  -0.709
O  -2.90108  15.38854  9.45162  -0.025
O  -1.36844  16.04454  7.93139  -0.195
H  -1.66071  16.70175  10.85775  0.116
C  0.22950  18.97588  6.42842  -0.077
C  1.24142  17.88121  6.51222  -0.271
O  1.07875  16.92720  5.39655  -0.273
H  0.35835  19.64566  7.27733  0.077
H  -0.77298  18.53970  6.46818  0.070
H  0.30136  19.55904  5.50680  0.084
H  1.02891  17.27356  7.38748  0.073
H  2.26398  18.24619  6.48308  0.128
H  1.51676  17.32621  4.63538  0.084
C  -5.67071  18.48604  6.98177  -0.078
C  -4.49774  17.75941  7.60691  -0.327
O  -4.50610  16.39070  7.19801  -0.091
H  -6.60438  18.00786  7.28601  0.079
H  -5.59768  18.51005  5.89712  0.072
H  -5.73474  19.48633  7.42129  0.070
H  -4.62639  17.78223  8.69845  0.113
H  -3.55293  18.24750  7.32817  0.089
H  -3.99048  15.88799  7.85641  0.042
C  1.94086  14.63838  9.21908  -0.060
C  1.11581  13.73951  8.34448  -0.251
O  1.18685  14.15530  6.93760  -0.249
H  2.96327  14.72301  8.84421  0.087
H  1.95571  14.27376  10.24684  0.088
H  1.53196  15.64741  9.24322  0.048
H  0.04801  13.76695  8.57258  0.102
H  1.39240  12.69032  8.48370  0.127
H  1.90519  13.67079  6.51500  0.088
C  -1.97271  19.78205  9.40475  -0.089
C  -2.54092  20.80292  8.44548  -0.304
O  -3.79298  21.34695  8.90148  -0.082
H  -2.66015  18.96946  9.63157  0.057
H  -1.71784  20.27013  10.35292  0.082
H  -1.06219  19.32379  9.01374  0.048
H  -2.72619  20.36925  7.45700  0.095
H  -1.85636  21.64489  8.27754  0.110
H  -3.83533  21.23338  9.85537  0.073
C  1.12615  19.26701  11.31942  -0.083
C  1.97416  18.32330  10.49960  -0.298
O  1.42664  18.10667  9.20770  -0.129
H  0.11441  18.89761  11.42417  0.054
H  1.09065  20.22906  10.79730  0.080
H  1.62888  19.47665  12.26739  0.080
H  2.08737  17.35563  11.00930  0.111
H  2.96597  18.76383  10.40058  0.115
H  0.59656  17.60727  9.30764  0.042
C  -1.18807  14.36926  12.46937  -0.019
C  -2.14119  14.88350  13.54198  -0.521
C  -1.36290  15.81586  14.47338  -0.137
C  -2.26982  16.65159  15.35162  -0.181
C  -3.27126  17.42395  14.52470  -0.150
C  -4.09804  16.59495  13.56508  -0.529
N  -3.24085  15.60807  12.92340  -0.103
O  -3.97382  14.83405  12.00622  -0.013
C  -5.31624  15.97304  14.24680  -0.021
C  -4.60325  17.55565  12.47866  -0.035
C  -2.66619  13.68071  14.34508  -0.025
H  -0.62415  13.53740  12.88679  0.091
H  -0.52954  15.17437  12.13330  0.069
H  -1.71855  14.04295  11.57574  0.080
H  -0.68250  15.22390  15.08315  0.123
H  -0.79737  16.53814  13.86947  0.114
H  -1.73204  17.32221  16.02740  0.113
H  -2.80755  15.98206  16.04283  0.114
H  -2.78701  18.23519  13.98233  0.114
H  -4.00122  17.93582  15.16412  0.121
H  -5.02121  15.14508  14.90032  0.068
H  -5.81853  16.68873  14.89982  0.085
H  -5.99166  15.51937  13.52472  0.084
H  -5.11426  18.42997  12.89337  0.089
H  -3.79045  17.94000  11.85207  0.070
H  -5.28931  17.05085  11.79322  0.083
H  -3.40457  13.99930  15.07692  0.058
H  -1.87788  13.13873  14.87248  0.084
H  -3.14685  12.98861  13.65009  0.092
H  -3.58614  15.07089  11.14052  0.056

2 unconnected molecules or ions with the total composition C4H11NO2, computed with ωB97M-V/def2-TZVPD.

**SMILES**: CC(C)NC=O.O
**Maximum force**: 1.3 eV Å⁻¹
**LUMO energy**: 0.88 eV
**2S+1**: 1
**Calculated total energy**: -364.24099 Eh
**Net charge**: 0

Last column: Löwdin charge in e.
Atoms and positions in Å:
C  0.02464  -0.44624  1.64733  -0.056
C  0.46728  -0.94146  0.25787  -0.392
C  0.07154  -0.01982  -0.88441  -0.059
N  -0.11152  -2.30922  0.09577  0.038
C  -1.42423  -2.60489  -0.04591  -0.370
O  -2.33338  -1.81378  -0.20112  0.009
H  -1.06098  -0.43204  1.70823  0.077
H  0.36115  0.59124  1.73915  0.077
H  0.51091  -1.04573  2.41020  0.075
H  1.54523  -1.09742  0.29665  0.130
H  0.20833  1.02817  -0.60829  0.077
H  0.59880  -0.22370  -1.81600  0.076
H  -0.99106  -0.13678  -1.08564  0.067
H  0.56731  -2.97411  -0.23797  0.126
H  -1.66583  -3.67448  0.07785  0.127
O  0.96259  5.12933  -0.86246  -0.055
H  0.50090  5.32738  -1.67613  0.027
H  1.76830  5.64354  -0.81510  0.027